[1]
DFT (ωB97M-V/def2-TZVPD) results for C30H24BrIN4ORe as an isolated structure.

Gap between HOMO and LUMO (spin up / spin down)   0.2560 / 0.2350 hartree
LUMO level (spin up / spin down)   -0.2193 / -0.2462 hartree
E_tot   -119768.36217 eV
ΔE to the lowest compared entry with this formula, charge and spin   0.0000 eV
F_max   0.008 Eh/bohr
Net charge   +2
Multiplicity   2

```
62
C30H24BrIN4ORe (ωB97M-V/def2-TZVPD)
Re 0.27 -0.05 -0.36
N 3.33 -2.03 1.69
C 2.54 -1.51 0.77
O 1.57 -0.80 1.11
C 2.80 -1.74 -0.68
C 1.54 -1.46 -1.50
H 3.17 -1.83 2.67
H 4.11 -2.62 1.44
H 3.20 -2.74 -0.85
H 3.61 -1.04 -0.94
H 1.08 -2.40 -1.77
H 1.81 -1.00 -2.45
Br -1.38 0.62 -2.13
C -2.43 -0.99 -2.15
C -3.54 -1.05 -2.92
C -4.26 -2.27 -2.94
C -3.83 -3.33 -2.21
C -2.65 -3.25 -1.42
C -2.20 -4.37 -0.68
C -1.07 -4.27 0.08
C -0.35 -3.06 0.13
C -0.74 -1.92 -0.55
C -1.91 -2.04 -1.36
H -3.87 -0.21 -3.51
H -5.16 -2.34 -3.55
H -4.37 -4.26 -2.23
H -2.77 -5.29 -0.72
H -0.71 -5.12 0.64
H 0.52 -3.04 0.77
C -2.34 -1.05 3.25
C -1.75 -1.08 1.98
N -1.08 -0.06 1.45
C -1.04 1.09 2.19
C -1.61 1.21 3.46
C -2.25 0.08 4.01
C -1.56 2.46 4.15
C -1.06 3.56 3.55
C -0.55 3.49 2.22
C -0.14 4.62 1.50
C 0.24 4.48 0.19
C 0.30 3.20 -0.36
N -0.01 2.09 0.31
C -0.49 2.25 1.57
H -2.86 -1.93 3.59
H -1.83 -1.98 1.40
H -2.69 0.14 5.00
H -1.98 2.51 5.15
H -1.06 4.52 4.06
H -0.16 5.60 1.97
H 0.52 5.32 -0.42
H 0.60 3.09 -1.39
I 3.30 1.87 1.32
C 3.06 1.78 -0.74
C 4.03 2.47 -1.46
C 3.93 2.56 -2.83
C 2.85 1.95 -3.45
C 1.95 1.26 -2.67
N 2.02 1.15 -1.32
H 4.85 2.93 -0.93
H 4.68 3.09 -3.40
H 2.70 1.99 -4.52
H 1.12 0.77 -3.15
```

***

[2]
DFT (ωB97M-V/def2-TZVPD) results for a 6-piece molecular cluster, C28H28Cl2F4O overall.

Gap between HOMO and LUMO   0.3615 hartree
LUMO level   0.0212 hartree
E_tot   -67452.01162 eV
F_max   0.029 Eh/bohr
Net charge   0

```
63
C28H28Cl2F4O (ωB97M-V/def2-TZVPD)
F 3.28 -27.34 -12.61
C 2.45 -27.97 -11.77
C 2.88 -28.67 -10.68
C 1.98 -29.33 -9.85
C 0.62 -29.30 -10.11
C 0.18 -28.57 -11.21
C 1.08 -27.93 -12.04
H 3.94 -28.75 -10.45
H 2.33 -29.83 -8.95
H -0.05 -29.76 -9.40
H -0.86 -28.49 -11.50
H 0.69 -27.32 -12.85
F -1.87 -22.02 -4.17
C -3.19 -22.28 -4.20
C -3.61 -23.59 -4.26
C -4.97 -23.92 -4.22
C -5.87 -22.88 -4.04
C -5.46 -21.57 -3.94
C -4.12 -21.25 -4.05
H -2.88 -24.38 -4.39
H -5.27 -24.95 -4.33
H -6.93 -23.13 -3.95
H -6.19 -20.77 -3.84
H -3.81 -20.21 -4.01
F -2.72 -26.19 -10.89
C -3.71 -26.46 -11.74
C -4.76 -27.28 -11.34
C -5.71 -27.63 -12.28
C -5.58 -27.26 -13.61
C -4.55 -26.41 -13.98
C -3.62 -25.99 -13.04
H -4.80 -27.63 -10.32
H -6.54 -28.25 -11.96
H -6.31 -27.66 -14.30
H -4.46 -26.03 -14.99
H -2.79 -25.36 -13.33
F 0.31 -23.57 -9.17
C 1.51 -23.61 -9.81
C 2.31 -22.47 -9.71
C 3.51 -22.47 -10.40
C 3.90 -23.61 -11.13
C 3.14 -24.75 -11.12
C 1.89 -24.76 -10.46
H 1.94 -21.60 -9.19
H 4.21 -21.65 -10.36
H 4.85 -23.55 -11.64
H 3.38 -25.60 -11.74
H 1.19 -25.58 -10.53
C 2.98 -26.32 -7.31
C 3.02 -27.46 -6.32
C 1.70 -28.12 -6.03
O 4.07 -27.85 -5.87
H 2.89 -26.70 -8.33
H 3.89 -25.74 -7.22
H 2.12 -25.69 -7.04
H 1.24 -28.41 -6.97
H 1.08 -27.43 -5.46
H 1.80 -29.03 -5.44
Cl -1.44 -27.70 -7.74
C -0.92 -26.02 -7.89
Cl -1.04 -25.17 -6.35
H 0.10 -25.99 -8.27
H -1.52 -25.54 -8.65
```

***

[3]
DFT (ωB97M-V/def2-TZVPD) results for C47H50N11O5SSn as an isolated structure.

Gap between HOMO and LUMO   0.1896 hartree
LUMO level   -0.2982 hartree
E_tot   -92821.60721 eV
ΔE to the lowest compared entry with this formula, charge and spin   0.0000 eV
F_max   0.061 Eh/bohr
Net charge   +3

```
115
C47H50N11O5SSn (ωB97M-V/def2-TZVPD)
Sn 1.85 0.80 -0.44
C -1.39 -1.34 -6.66
C -0.84 -0.60 -5.47
C -1.50 0.49 -4.95
C -1.01 1.19 -3.79
C -1.74 2.30 -3.34
N -1.31 3.16 -2.38
C -2.20 4.23 -1.99
C -1.66 5.00 -0.81
C -1.50 4.12 0.45
N -0.85 4.94 1.50
C 0.37 5.44 1.45
C 1.34 5.32 0.41
C 1.82 6.57 0.01
C 2.78 6.65 -1.02
C 3.08 7.96 -1.72
C 3.46 5.48 -1.40
C 3.11 4.21 -0.91
C 4.00 3.11 -1.10
N 3.79 1.82 -0.82
C 5.03 1.04 -0.74
C 4.80 -0.47 -0.70
C 4.17 -1.02 -1.95
N 2.77 -0.52 -2.16
C 2.22 -0.80 -3.33
C 0.95 -0.37 -3.80
C 0.34 -1.08 -4.86
C 0.30 0.80 -3.23
O 0.87 1.51 -2.28
C 1.90 4.08 -0.11
O 1.35 2.95 0.14
H -1.74 -0.69 -7.47
H -2.21 -1.98 -6.29
H -0.64 -2.01 -7.11
H -2.39 0.85 -5.42
H -2.69 2.47 -3.77
H -0.39 3.03 -1.99
H -3.13 3.71 -1.71
H -2.39 4.91 -2.83
H -2.42 5.77 -0.63
H -0.74 5.50 -1.09
H -0.84 3.27 0.24
H -2.48 3.75 0.80
H -1.37 5.00 2.40
H 0.64 6.15 2.24
H 1.48 7.44 0.48
H 2.45 8.71 -1.29
H 2.85 7.90 -2.83
H 4.14 8.20 -1.61
H 4.27 5.57 -2.11
H 4.95 3.38 -1.59
H 5.42 1.29 0.28
H 5.78 1.33 -1.51
H 4.22 -0.72 0.20
H 5.78 -0.91 -0.59
H 4.11 -2.11 -1.89
H 4.79 -0.84 -2.86
H 2.70 -1.53 -3.99
H 0.84 -1.97 -5.29
N 0.97 -7.43 3.39
C 1.36 -6.13 3.54
C 1.99 -5.38 2.49
C 2.49 -4.14 2.75
C 2.26 -3.50 3.97
C 1.65 -4.20 5.03
C 1.22 -5.50 4.82
S -0.23 -2.08 3.06
O -0.66 -1.97 4.44
O -1.06 -2.71 2.06
N 1.01 -1.33 2.56
C 2.15 -1.10 3.25
N 2.90 -0.05 2.96
C 3.94 0.25 3.72
C 4.45 -0.63 4.74
C 3.70 -1.77 4.95
N 2.64 -2.08 4.14
H 0.75 -7.73 2.43
H 0.40 -7.91 4.10
H 2.13 -5.87 1.54
H 3.02 -3.60 1.94
H 1.54 -3.73 6.01
H 0.82 -6.12 5.60
H 4.28 1.23 3.51
H 5.29 -0.30 5.40
H 3.97 -2.48 5.75
C -4.53 -3.36 4.49
C -4.84 -2.87 3.12
C -5.67 -3.59 2.25
C -6.07 -3.10 1.01
C -5.46 -1.93 0.50
N -5.85 -1.50 -0.78
C -5.30 -0.51 -1.62
O -6.00 0.19 -2.32
N -3.91 -0.37 -1.55
C -2.95 -1.38 -1.36
C -3.17 -2.71 -1.69
C -2.06 -3.57 -1.58
C -0.88 -3.10 -0.96
N -0.68 -1.82 -0.67
C -1.71 -0.97 -0.83
C -4.51 -1.24 1.27
C -4.28 -1.69 2.57
H -5.15 -4.28 4.65
H -4.71 -2.63 5.30
H -3.47 -3.67 4.56
H -6.11 -4.55 2.51
H -6.85 -3.63 0.41
H -6.86 -1.58 -0.99
H -3.63 0.43 -2.11
H -4.16 -3.00 -2.07
H -2.08 -4.60 -1.90
H -0.11 -3.81 -0.67
H -1.61 0.07 -0.55
H -4.04 -0.29 0.90
H -3.61 -1.11 3.19
```

***

[4]
DFT (ωB97M-V/def2-TZVPD) results for a 2-piece molecular cluster, C5H14N2 overall.

Gap between HOMO and LUMO   0.3239 hartree
LUMO level   0.0392 hartree
E_tot   -8389.10110 eV
ΔE to the lowest compared entry with this formula, charge and spin   3.5178 eV
F_max   0.066 Eh/bohr
Net charge   0

```
21
C5H14N2 (ωB97M-V/def2-TZVPD)
C 1.25 -0.32 0.90
C 2.00 -0.31 -0.41
N -0.05 1.52 1.00
H -0.05 2.53 0.84
H -0.27 1.38 1.98
H 1.75 0.29 1.65
H 1.21 -1.30 1.36
H 3.05 -0.56 -0.23
H 1.58 -1.02 -1.11
H 1.98 0.68 -0.87
C -1.21 -1.65 -0.63
N -0.95 1.15 -1.23
C -1.08 0.80 0.16
C -0.83 -0.65 0.44
H -0.06 0.86 -1.61
H -1.06 2.14 -1.39
H -2.07 1.13 0.50
H -1.23 -0.93 1.42
H -2.28 -1.61 -0.88
H -0.98 -2.66 -0.30
H -0.69 -1.47 -1.57
```

***

[5]
DFT (ωB97M-V/def2-TZVPD) results for a 2-piece molecular cluster, C17H23NO4P overall.

Gap between HOMO and LUMO   0.2410 hartree
LUMO level   -0.1475 hartree
E_tot   -36960.99481 eV
F_max   0.079 Eh/bohr
Net charge   +1

```
46
C17H23NO4P (ωB97M-V/def2-TZVPD)
O 3.99 -3.92 0.85
C 3.39 -2.97 0.46
O 2.69 -2.17 1.37
C 3.36 -2.66 -1.09
C 4.04 -1.27 -1.45
P 2.83 -0.07 -2.24
C 2.10 0.94 -0.86
C 0.76 1.67 -1.24
C -0.43 0.73 -1.65
C -0.65 -0.51 -0.70
N -1.95 -1.12 -1.09
C -2.02 -1.77 -2.32
C -3.39 -2.23 -2.48
C -4.06 -1.79 -1.23
C -3.15 -1.08 -0.36
H 3.10 -1.29 1.44
H 3.85 -3.54 -1.57
H 2.29 -2.64 -1.45
H 4.91 -1.46 -2.14
H 4.48 -0.80 -0.53
H 3.63 0.77 -3.07
H 1.88 -0.72 -3.06
H 2.85 1.74 -0.63
H 1.91 0.29 0.04
H 0.42 2.39 -0.44
H 0.99 2.33 -2.13
H -1.38 1.33 -1.61
H -0.33 0.38 -2.72
H 0.17 -1.27 -0.78
H -0.77 -0.23 0.38
H -1.15 -1.87 -3.00
H -3.80 -2.78 -3.35
H -5.12 -1.98 -1.00
H -3.29 -0.59 0.63
C -2.00 1.61 4.47
C -0.93 1.35 3.72
C -0.70 2.07 2.44
O 0.28 1.82 1.75
C -1.69 3.08 2.04
C -2.76 3.34 2.79
C -3.00 2.63 4.06
O -3.96 2.87 4.75
H -2.18 1.10 5.41
H -0.19 0.61 4.00
H -1.50 3.59 1.10
H -3.50 4.08 2.50
```

***

[6]
DFT (ωB97M-V/def2-TZVPD) results for one molecule with the formula C10H3F9O4S.

Gap between HOMO and LUMO   0.3221 hartree
LUMO level   -0.0764 hartree
E_tot   -53898.76633 eV
F_max   0.007 Eh/bohr
Net charge   0

```
27
C10H3F9O4S (ωB97M-V/def2-TZVPD)
O 0.17 4.19 1.05
C -0.35 3.13 0.82
C -1.68 3.02 0.18
C -2.37 1.89 0.30
C -1.84 0.74 1.10
O -2.58 -0.06 1.61
C -0.35 0.73 1.28
S 0.61 -0.70 1.76
O 0.29 -1.07 3.10
O 1.94 -0.45 1.33
C 0.01 -2.14 0.72
F 0.79 -3.16 1.07
F -1.25 -2.41 1.09
C -0.01 -2.02 -0.84
F -0.55 -3.16 -1.27
F -0.84 -1.01 -1.16
C 1.35 -1.82 -1.60
F 2.37 -2.16 -0.80
F 1.36 -2.64 -2.66
C 1.60 -0.39 -2.15
F 2.87 -0.30 -2.55
F 1.37 0.55 -1.22
F 0.79 -0.16 -3.19
C 0.34 1.85 1.17
H -2.08 3.89 -0.33
H -3.38 1.76 -0.09
H 1.42 1.89 1.31
```

***

[7]
DFT (ωB97M-V/def2-TZVPD) results for C13H25Br21N6O12 as an isolated structure.

Gap between HOMO and LUMO   0.3508 hartree
LUMO level   -0.0214 hartree
E_tot   -1518269.99997 eV
F_max   0.076 Eh/bohr
Net charge   0

```
77
C13H25Br21N6O12 (ωB97M-V/def2-TZVPD)
C 2.76 0.25 3.52
Br 4.61 0.50 2.82
Br 2.18 2.01 3.99
Br 2.74 -0.90 5.13
H 2.06 -0.20 2.84
C 1.85 -3.56 -4.48
Br 1.69 -5.46 -4.24
Br 0.35 -2.66 -3.60
Br 2.03 -3.09 -6.40
H 2.75 -3.28 -4.02
C 1.25 5.07 -0.77
Br 0.84 5.97 0.91
Br -0.47 4.26 -1.40
Br 2.62 3.74 -0.54
H 1.45 5.85 -1.52
C -3.87 -5.40 -1.23
Br -3.32 -3.65 -1.82
Br -3.35 -5.56 0.69
Br -3.22 -6.91 -2.25
H -4.94 -5.43 -1.20
C -0.16 0.91 -5.57
Br -0.11 2.81 -5.26
Br -0.14 0.37 -7.45
Br -1.80 0.10 -4.81
H 0.75 0.43 -5.17
C -4.63 1.79 -1.16
Br -4.79 1.79 -3.04
Br -6.29 1.24 -0.32
Br -4.00 3.42 -0.38
H -3.86 1.08 -0.85
C 0.45 -3.79 2.18
Br 2.33 -3.51 2.42
Br -0.13 -3.43 0.35
Br -0.61 -2.55 3.32
H 0.14 -4.80 2.42
C -1.33 2.71 2.87
N -2.26 3.40 3.75
O -1.89 3.69 4.90
O -3.29 3.91 3.32
H -1.92 2.19 2.14
H -0.80 2.05 3.59
H -0.72 3.51 2.56
C -4.27 -1.33 2.16
N -3.34 -0.51 1.32
O -3.48 0.68 1.49
O -2.59 -1.05 0.53
H -3.69 -1.76 2.97
H -4.70 -2.10 1.52
H -5.03 -0.70 2.54
C -0.58 1.13 6.63
N -1.56 0.15 6.13
O -1.81 0.21 4.94
O -2.01 -0.69 6.92
H -0.65 1.13 7.70
H -0.96 2.05 6.21
H 0.37 0.89 6.21
C 4.27 2.19 -3.81
N 3.22 1.31 -4.41
O 2.51 0.73 -3.59
O 3.14 1.17 -5.60
H 3.95 2.46 -2.84
H 4.32 3.11 -4.44
H 5.20 1.64 -3.82
C 3.72 -1.84 -1.22
N 5.13 -1.73 -1.61
O 5.42 -1.03 -2.56
O 5.90 -2.29 -0.86
H 3.07 -1.20 -1.75
H 3.56 -1.65 -0.23
H 3.51 -2.86 -1.47
C -0.07 0.25 -1.23
N 0.90 0.62 -0.20
O 0.52 0.92 0.92
O 2.08 0.55 -0.52
H 0.45 -0.15 -2.08
H -0.61 1.24 -1.51
H -0.80 -0.40 -0.65
```

***

[8]
DFT (ωB97M-V/def2-TZVPD) results for C28H46N3O7PdS2Si as an isolated structure.

Gap between HOMO and LUMO (spin up / spin down)   0.3416 / 0.2277 hartree
LUMO level (spin up / spin down)   -0.0931 / -0.2117 hartree
E_tot   -81611.71667 eV
ΔE to the lowest compared entry with this formula, charge and spin   0.8151 eV
F_max   0.004 Eh/bohr
Net charge   +1
Multiplicity   5

```
88
C28H46N3O7PdS2Si (ωB97M-V/def2-TZVPD)
Pd 1.87 0.38 0.74
C 1.51 2.63 2.67
O 1.16 1.33 2.30
H 1.70 2.67 3.74
H 0.67 3.29 2.42
H 2.38 2.97 2.10
C -0.91 4.30 -1.07
C -0.96 3.61 -2.43
C 0.31 2.78 -2.74
C 0.17 2.11 -4.12
C 1.37 1.25 -4.50
C 1.49 3.74 -2.79
O 1.56 4.63 -3.60
N 2.48 3.58 -1.83
C 2.50 2.61 -0.87
O 3.36 2.56 0.00
N 1.52 1.66 -0.89
C 0.44 1.69 -1.69
O -0.46 0.84 -1.60
H -1.83 4.86 -0.89
H -0.09 5.02 -1.01
H -0.81 3.58 -0.26
H -1.06 4.35 -3.23
H -1.81 2.94 -2.49
H 0.03 2.91 -4.85
H -0.74 1.51 -4.10
H 2.29 1.84 -4.55
H 1.22 0.79 -5.47
H 1.52 0.44 -3.78
H 3.23 4.26 -1.82
C -1.10 -4.51 0.78
C -1.08 -3.67 2.05
C 0.34 -3.47 2.55
C -1.95 -4.30 3.13
O -1.65 -2.36 1.81
Si -1.84 -1.39 0.55
S 0.23 -1.10 -0.21
O -2.48 -2.09 -0.73
C -3.26 -1.77 -1.92
C -3.77 -0.34 -1.87
C -2.32 -1.96 -3.10
C -4.40 -2.76 -1.95
O -2.58 -0.03 0.94
C -2.73 0.86 2.07
C -1.99 0.34 3.29
C -2.17 2.20 1.61
C -4.22 0.96 2.34
H -0.71 -5.50 0.99
H -0.49 -4.06 0.00
H -2.12 -4.60 0.40
H 0.80 -4.43 2.79
H 0.34 -2.84 3.44
H 0.95 -2.98 1.78
H -1.56 -5.28 3.40
H -2.97 -4.42 2.77
H -1.96 -3.67 4.02
H -2.94 0.37 -1.79
H -4.44 -0.19 -1.02
H -4.32 -0.13 -2.78
H -1.49 -1.26 -3.04
H -2.85 -1.80 -4.04
H -1.92 -2.98 -3.11
H -5.04 -2.63 -1.08
H -4.02 -3.78 -1.96
H -5.01 -2.61 -2.84
H -0.93 0.22 3.09
H -2.40 -0.62 3.61
H -2.10 1.05 4.11
H -1.12 2.07 1.32
H -2.24 2.94 2.40
H -2.72 2.56 0.74
H -4.61 -0.01 2.65
H -4.75 1.29 1.45
H -4.41 1.68 3.14
S 4.86 -2.99 -0.41
C 3.48 -2.00 -0.47
N 3.54 -0.89 0.21
C 4.78 -0.76 0.86
C 5.19 0.32 1.64
C 6.44 0.27 2.20
C 7.29 -0.82 1.99
C 6.90 -1.89 1.20
C 5.63 -1.84 0.64
H 2.61 -2.28 -1.04
H 4.54 1.18 1.76
H 6.79 1.10 2.80
H 8.27 -0.83 2.44
H 7.56 -2.73 1.03
```

***

F_max of number 6 (C10H3F9O4S)?
0.007 Eh/bohr

***

What is the E_tot in the fifth record?
-36960.99481 eV